No. 1
Formula: C4H17NO3
Source: the Open Molecules 2025 dataset
Level of theory: ωB97M-V with the def2-TZVPD basis set

Structure (XYZ):
```
25
Properties=species:S:1:pos:R:3:forces:R:3
C -0.651650 0.680239 1.972659 2.33 -1.71 1.22
C -0.524880 -0.323581 0.876515 -1.92 -0.52 0.32
C 0.963240 -0.796980 0.780237 1.32 -1.03 1.03
N 1.201808 -1.320041 -0.542070 -1.69 3.62 0.39
C 1.979761 -0.345028 -1.218354 1.23 -0.71 -1.97
H 0.103003 1.388248 1.681512 0.78 1.23 0.36
H -0.323479 0.262838 2.990036 -0.90 0.62 -1.30
H -1.547398 1.231241 1.956121 -1.41 0.38 0.09
H -0.820517 0.132702 -0.054300 0.02 0.14 -0.33
H -1.185752 -1.200955 1.015153 0.52 0.29 -0.24
H 0.989327 -1.636675 1.466901 -0.14 -0.41 0.45
H 1.699670 -0.019132 1.193395 -1.02 -1.12 -1.35
H 0.248242 -1.512457 -1.036597 -0.15 -0.93 -0.30
H 2.859550 -0.214991 -0.582845 -0.04 0.50 -0.62
H 1.432084 0.699699 -1.342214 0.57 -1.01 0.92
H 2.258683 -0.664822 -2.293163 -0.49 0.46 1.61
H -3.887211 -1.053515 -0.939667 -2.12 -1.38 -0.73
H -0.510634 2.295406 -0.871987 -0.26 -0.14 -0.30
O -3.196061 -0.528939 -0.638632 2.35 1.26 0.62
H -2.310677 -0.974971 -1.162298 -1.31 0.71 0.53
H -1.341729 -1.487935 -2.737127 -0.28 -0.15 2.15
O -1.396721 -1.599603 -1.731378 2.50 -0.25 -2.12
H 2.573207 2.314295 0.844065 -0.32 -0.04 -0.10
H -0.316525 2.794856 -0.371953 0.10 0.19 0.17
O 1.704655 1.880089 0.745997 0.33 0.01 -0.47
```
Positions in Å, forces in eV/Å.

Properties
Kohn-Sham gap (eV): 3.831
Electronic energy (hartree): -442.69528
Energy relative to the best compared isomer or geometry (same formula, charge and spin) (kcal/mol): 239.7

These are the Löwdin partial charges, in e, on atoms 1 to 5: number 1, C, carries -0.085; number 2, C, carries -0.233; number 3, C, carries -0.194; number 4, N, carries 0.055; number 5, C, carries -0.090

---

No. 2
Formula: C11H22Si
Source: the Open Molecules 2025 dataset
Level of theory: ωB97M-V with the def2-TZVPD basis set

Structure (XYZ):
```
34
Properties=species:S:1:pos:R:3:forces:R:3
C -4.417401 -2.124043 -0.952277 -2.05 1.52 2.00
C -3.528767 -1.025933 -0.413226 0.32 2.25 -0.84
C -2.234386 -1.050115 0.021855 -1.93 -0.43 -0.27
Si -1.151021 0.361023 0.601343 2.51 1.08 -2.10
C -1.708546 2.016721 -0.322838 -1.05 -0.74 -0.58
C -1.776067 3.217296 0.609828 -5.44 -0.07 0.95
C 1.057464 0.250302 0.398863 -3.71 -1.82 0.03
C 1.718019 -0.760902 1.378196 -1.12 1.11 -1.23
C 3.174000 -0.591392 1.290430 2.86 -1.17 0.85
C 3.694695 -0.838010 -0.143782 -0.64 -1.79 -0.03
C 2.969035 0.038997 -1.150610 0.91 0.16 -1.68
C 1.449952 -0.072043 -1.000853 0.33 0.17 -1.50
H -3.889158 -2.874773 -1.369569 1.98 -2.59 -1.39
H -5.142758 -1.779280 -1.719428 0.50 0.11 0.61
H -5.016150 -2.609284 -0.127617 0.45 0.64 -0.67
H -4.034776 -0.031896 -0.611245 0.75 -0.85 0.80
H -1.866446 -2.056437 0.022044 0.65 -0.57 0.27
H -0.814826 0.601459 1.975083 -0.99 0.07 1.30
H -0.968358 2.291838 -1.044802 0.94 -0.27 -0.60
H -2.613353 1.890998 -1.025259 0.93 0.01 1.51
H -2.470410 2.946689 1.525211 1.43 0.48 -1.44
H -0.841169 3.409420 0.984366 2.20 0.92 0.91
H -2.340110 4.151767 0.215564 1.43 -1.42 0.21
H 1.273009 1.245203 0.787505 0.24 0.24 -0.36
H 1.588230 -1.860147 1.261042 -0.96 0.83 -0.23
H 1.383861 -0.387839 2.304523 -0.43 -0.37 1.71
H 3.529137 -1.459309 1.905110 0.47 0.79 -0.27
H 3.602307 0.310513 1.796313 -0.53 -0.37 -0.71
H 4.786252 -0.802967 -0.213375 -0.15 0.37 0.03
H 3.450181 -1.930051 -0.378699 0.20 1.14 0.24
H 3.317438 1.032920 -0.935821 -0.18 0.94 0.12
H 3.325048 -0.103323 -2.230510 -0.52 -0.29 1.38
H 0.867592 0.471961 -1.799118 0.78 -0.09 0.79
H 1.214398 -1.126135 -1.203975 -0.16 0.02 0.17
```
Positions in Å, forces in eV/Å.

Properties
Kohn-Sham gap (eV): 9.216
SMILES: C/C=C/[Si@H](CC)C1CCCCC1
Electronic energy (hartree): -721.71602
Energy relative to the best compared isomer or geometry (same formula, charge and spin) (kcal/mol): 23.7

These are the Löwdin partial charges, in e, on atoms 1 to 5: number 1, C, carries -0.107; number 2, C, carries -0.225; number 3, C, carries -0.213; number 4, Si, carries 0.813; number 5, C, carries -0.356

---

No. 3
Formula: C39H117N7O18
Source: the Open Molecules 2025 dataset
Level of theory: ωB97M-V with the def2-TZVPD basis set

Structure (XYZ):
```
181
Properties=species:S:1:pos:R:3:forces:R:3
C 2.088254 4.039118 -0.185961 -0.96 0.06 0.02
O 3.460700 3.669954 -0.227068 -0.28 0.18 0.14
H 1.712602 4.352081 0.793729 0.50 0.05 0.18
H 1.874024 4.854614 -0.880578 -0.01 -0.10 -0.10
H 1.446217 3.194963 -0.443897 0.29 -0.13 -0.24
H 3.930593 4.502174 -0.333774 0.31 -0.18 0.10
C 5.125701 3.234497 -2.899987 0.10 0.31 -0.67
O 3.988611 2.394567 -2.781723 -0.04 0.58 0.74
H 5.147653 4.002501 -2.128324 0.06 -0.04 0.05
H 6.077205 2.697121 -2.912391 -0.13 -0.28 0.32
H 5.076896 3.737589 -3.869059 -0.09 0.10 0.03
H 3.667297 2.487186 -1.870657 0.09 -0.03 -0.14
C -1.601118 -3.013502 -3.753688 -1.12 -0.53 -0.48
O -2.731593 -3.874189 -3.614016 0.02 -0.07 0.14
H -1.815520 -2.049924 -3.283593 0.47 -0.01 0.26
H -0.716613 -3.533677 -3.383971 0.26 0.47 0.06
H -1.531492 -2.835774 -4.827598 0.38 0.05 0.05
H -2.659685 -4.296710 -2.740539 0.04 0.17 -0.06
C -0.975324 3.333008 2.227450 -1.75 0.79 0.33
O -1.037569 4.154763 1.061270 0.78 -0.32 -0.93
H -2.001897 3.397319 2.601087 0.29 -0.27 0.83
H -0.854965 2.275376 2.006439 0.50 0.19 -0.48
H -0.260338 3.705965 2.960237 0.09 -0.22 -0.02
H -0.978838 5.084025 1.294297 0.13 -0.06 0.29
C -4.587634 -1.609935 -1.817696 -0.21 0.18 0.19
O -4.786898 -0.994432 -0.552627 -0.25 -0.39 -0.06
H -4.281725 -2.656586 -1.769429 0.42 0.03 0.18
H -5.534360 -1.651554 -2.356348 -0.13 0.33 0.13
H -3.890928 -1.020898 -2.415950 0.17 -0.17 -0.19
H -3.935270 -0.841132 -0.102098 0.06 0.21 -0.16
C -4.575419 2.189865 1.638110 0.12 -0.08 -0.20
O -5.667224 2.915339 1.097497 0.18 -0.05 0.25
H -4.935301 1.228470 2.000563 -0.08 -0.04 -0.12
H -3.808425 1.997552 0.882711 -0.04 -0.14 -0.11
H -4.059733 2.673894 2.473338 -0.29 0.26 0.12
H -5.301575 3.762021 0.792525 -0.02 0.02 0.30
C 0.771542 2.030468 -4.825013 0.62 0.59 -0.66
O 0.292215 1.058372 -5.762943 -0.35 0.47 0.20
H 1.059280 1.515042 -3.913030 -0.21 0.08 0.09
H 1.648253 2.534234 -5.247374 0.27 -0.29 0.21
H 0.078624 2.861225 -4.672293 -0.44 -0.42 0.33
H 0.304414 1.478505 -6.628586 -0.10 -0.18 -0.06
C -5.074324 -2.035672 3.030187 -0.52 0.16 -0.92
C -5.599667 -1.142179 4.160673 0.41 -0.38 -1.35
C -6.769734 -1.731343 4.921267 0.54 -0.36 -0.44
O -6.328063 -2.955140 5.491157 -0.54 0.40 0.66
C -7.296933 -3.504321 6.363144 0.06 -0.58 0.25
N -4.446070 -0.793326 5.005142 -0.58 0.01 0.69
H -5.831476 -2.311779 2.287897 -0.46 -0.13 0.51
H -4.611329 -2.962394 3.365956 0.18 0.15 0.15
H -4.432787 -1.462301 2.354865 0.59 -0.03 0.53
H -5.949228 -0.235051 3.659770 -0.04 0.15 0.27
H -7.602418 -1.940380 4.242720 -0.09 0.19 -0.06
H -7.090272 -0.988914 5.662555 -0.12 -0.27 0.32
H -8.113685 -4.013218 5.843096 -0.02 0.18 -0.32
H -7.742516 -2.777334 7.046495 0.12 0.27 -0.09
H -6.817628 -4.267243 6.976430 0.18 0.05 -0.05
H -4.077549 -1.656207 5.402221 -0.03 -0.11 -0.19
H -4.842834 -0.334666 5.825822 0.36 0.33 -0.05
C 2.070016 1.129257 6.788346 -0.31 0.26 -0.87
C 3.165657 0.430099 5.963673 -0.07 0.41 1.24
C 3.573851 1.189769 4.718807 -0.37 -1.14 -0.36
O 2.557943 0.987043 3.728547 -0.31 0.38 0.50
C 2.415823 2.076256 2.866248 -0.01 0.51 -1.01
N 4.348837 0.186913 6.815872 -0.22 -0.03 0.08
H 1.905249 0.735432 7.791398 0.12 -0.44 -0.14
H 1.135944 1.057070 6.224553 -0.12 0.23 0.21
H 2.308856 2.185843 6.938998 0.04 0.04 -0.16
H 2.786102 -0.533463 5.615061 0.10 -0.09 0.08
H 4.466023 0.669404 4.360230 0.38 0.52 -0.04
H 3.736271 2.251337 4.913510 0.12 0.05 -0.04
H 1.587902 1.938252 2.165530 -0.09 -0.51 0.25
H 3.289903 2.213914 2.216986 0.18 0.09 0.22
H 2.187522 3.024652 3.367478 0.23 -0.07 0.31
H 3.953086 -0.152068 7.688315 0.30 -0.37 0.02
H 4.748163 1.075038 7.114595 0.06 0.10 -0.33
C 5.617341 -1.268555 0.594562 -0.32 0.40 0.59
C 5.264450 -1.502732 2.070335 0.12 -0.38 -1.17
C 3.784666 -1.766502 2.305781 -0.22 -0.95 -0.03
O 3.451819 -3.067384 1.758243 -0.07 0.70 0.28
C 2.062634 -3.242717 1.896038 -0.14 0.36 -1.05
N 6.074509 -2.641150 2.532154 -0.07 0.46 1.20
H 5.080612 -1.990714 -0.018335 0.33 0.06 -0.33
H 6.701221 -1.329154 0.524923 -0.04 -0.36 -0.30
H 5.370844 -0.239419 0.321351 -0.34 -0.13 -0.25
H 5.565313 -0.570148 2.552655 0.00 -0.31 0.62
H 3.075968 -1.048349 1.885333 0.30 0.35 -0.13
H 3.568836 -1.834120 3.378217 0.09 0.24 0.18
H 1.732252 -3.188248 2.937927 0.01 -0.34 0.07
H 1.757695 -4.140499 1.358416 0.18 -0.35 0.49
H 1.532213 -2.452692 1.349218 -0.02 0.20 0.21
H 5.921980 -2.692214 3.539372 0.34 -0.09 0.02
H 5.694315 -3.524202 2.207486 -0.16 0.20 -0.43
C -3.117613 -4.196181 0.899065 0.97 0.27 0.79
C -1.798137 -4.674125 0.269128 -0.25 1.37 0.81
C -0.992602 -5.626787 1.178148 -1.00 -0.52 -0.66
O -0.698734 -5.067655 2.434453 -0.95 0.26 0.45
C 0.125848 -5.900168 3.250947 0.73 0.83 -0.94
N -2.027866 -5.177663 -1.085266 0.61 -0.44 0.69
H -2.819025 -3.768397 1.861143 -0.28 -0.17 0.11
H -3.863534 -4.966916 1.095770 0.01 -0.12 -0.27
H -3.535358 -3.339854 0.372458 -0.18 -0.26 -0.38
H -1.198256 -3.756156 0.245664 0.12 0.02 -0.54
H -0.074216 -5.947192 0.673186 0.13 0.06 -0.08
H -1.650044 -6.502816 1.265747 0.26 -0.33 0.40
H 0.151333 -5.550339 4.281023 -0.41 0.14 -0.06
H 1.108004 -5.687691 2.818549 0.42 -0.93 0.43
H -0.152738 -6.952393 3.211693 -0.03 0.00 -0.09
H -2.758518 -5.882637 -1.022280 0.05 -0.08 -0.14
H -1.171317 -5.664364 -1.345675 -0.21 -0.05 -0.46
C 5.934517 -0.426862 -6.418777 -0.31 -1.09 -0.30
C 5.425668 0.796121 -5.677961 -0.57 -0.29 -0.19
C 4.734057 1.866517 -6.554851 0.65 0.20 0.78
O 5.733522 2.496431 -7.351545 -0.45 -0.40 -0.08
C 5.237205 3.545196 -8.156608 0.29 -0.36 0.27
N 4.558525 0.343006 -4.580277 -0.70 1.08 0.69
H 6.249348 -1.213119 -5.728284 0.26 0.40 0.34
H 6.731315 -0.314367 -7.153083 -0.05 0.54 0.05
H 5.112631 -0.955101 -6.916257 -0.18 0.40 -0.22
H 6.255611 1.314368 -5.196276 0.18 0.00 -0.07
H 4.302579 2.601271 -5.862496 0.11 0.27 0.15
H 3.849346 1.503901 -7.089346 0.32 -0.40 -0.58
H 4.457110 3.160965 -8.819689 -0.15 0.26 -0.03
H 6.070696 3.914021 -8.752806 -0.04 -0.03 -0.04
H 4.879223 4.364502 -7.524278 -0.27 0.04 -0.12
H 4.297365 1.175735 -4.028192 0.60 -0.81 -0.05
H 3.616616 0.044564 -4.845521 0.41 -0.20 -0.97
C -1.746893 1.239884 -1.176442 0.53 -0.10 -0.77
C -1.324195 -0.071184 -0.515904 -1.10 1.46 0.51
C 0.161576 -0.085296 -0.176543 -0.50 -0.41 -0.59
O 0.869983 -0.156800 -1.394102 0.03 0.57 -0.26
C 2.264682 -0.039374 -1.246037 0.23 -0.81 0.49
N -2.190664 -0.221769 0.656119 0.18 -1.41 0.15
H -1.670597 2.112295 -0.522607 0.24 -0.06 0.11
H -2.774349 1.207549 -1.542359 -0.04 -0.22 0.11
H -1.091193 1.356274 -2.045714 -0.09 0.41 0.02
H -1.585838 -0.842337 -1.244667 0.35 -0.35 0.24
H 0.346280 -0.965017 0.450906 0.27 0.06 0.10
H 0.433823 0.828935 0.368153 0.00 0.01 0.15
H 2.623192 -0.959131 -0.763700 0.31 0.06 -0.08
H 2.580866 0.787494 -0.596035 -0.25 0.21 -0.07
H 2.742766 0.059883 -2.219049 -0.13 0.00 -0.04
H -1.944716 -1.079366 1.148951 -0.09 -0.15 -0.09
H -2.056394 0.447922 1.403574 -0.06 0.57 -0.27
C -5.553376 5.198592 -1.593444 -0.54 -0.47 0.69
C -4.199238 4.741196 -1.079499 0.75 0.28 -1.27
C -3.037709 5.209755 -1.992606 0.80 0.26 0.34
O -3.096008 4.995488 -3.388462 -0.68 0.00 -0.03
C -3.072046 3.636778 -3.747969 0.36 -0.60 -0.29
N -3.998575 5.176886 0.296607 0.29 0.45 0.49
H -6.332501 4.811151 -0.930278 0.03 -0.18 -0.05
H -5.771114 4.808437 -2.585417 0.15 0.22 -0.11
H -5.699412 6.279476 -1.545439 0.40 0.09 -0.32
H -4.102052 3.653143 -1.105187 -0.54 -0.12 0.28
H -2.116267 4.721861 -1.644270 0.00 -0.06 0.31
H -2.877791 6.282020 -1.850333 -0.19 0.10 -0.15
H -3.050255 3.525208 -4.832646 -0.28 0.45 -0.05
H -3.922924 3.062742 -3.373254 -0.08 0.09 0.10
H -2.151479 3.129053 -3.434117 0.01 0.14 0.45
H -4.101557 6.180531 0.424121 -0.51 -0.01 -0.40
H -3.050714 5.029644 0.630697 0.00 -0.71 -0.24
C -1.004778 -1.520251 4.011166 0.53 0.18 -1.47
C -1.019607 0.009981 3.840459 -0.59 -0.59 0.38
O -2.323909 0.487215 3.516498 0.78 0.40 -0.20
O -1.041344 -2.120191 2.693935 0.03 0.35 0.22
H -1.888435 -1.854727 4.553635 0.09 0.08 0.34
H -0.076084 -1.828958 4.494307 -0.06 0.02 0.31
H -0.328526 0.342634 3.062952 -0.12 -0.40 -0.36
H -0.573119 0.473757 4.728956 -0.52 0.01 0.36
H -3.042927 0.028229 3.998528 0.19 -0.09 0.33
H -0.733227 -3.037355 2.698010 -0.15 -0.09 0.28
C 2.905148 -3.092817 -5.037452 0.42 1.18 0.25
C 1.745278 -2.078924 -4.971171 0.63 -1.02 -0.39
O 2.100348 -0.875900 -5.630877 -0.29 -0.04 0.13
O 4.083467 -2.648589 -4.371942 -0.16 -0.25 0.38
H 3.198317 -3.279421 -6.074460 -0.40 -0.10 -0.15
H 2.609396 -4.026452 -4.556033 -0.19 -0.03 -0.13
H 1.492285 -1.903006 -3.921419 -0.15 0.04 0.04
H 0.921149 -2.574164 -5.494136 -0.28 0.15 0.18
H 1.325155 -0.265358 -5.635584 0.45 -0.37 -0.11
H 4.085597 -1.691422 -4.226187 0.15 0.03 -0.23
```
Positions in Å, forces in eV/Å.

Properties
Kohn-Sham gap (eV): 8.762
Electronic energy (hartree): -3293.44093

These are the Löwdin partial charges, in e, on atoms 1 to 5: number 1, C, carries -0.140; number 2, O, carries -0.131; number 3, H, carries 0.066; number 4, H, carries 0.091; number 5, H, carries 0.075